No. 1
{
  "formula": "C3H8NO2",
  "method": "ωB97M-V/def2-TZVPD",
  "orbital_gap_ev": [10.6, 8.1],
  "homo_energy_ev": [-9.61, -9.72],
  "spin_multiplicity": 2,
  "symbols": ["N", "C", "C", "O", "C", "O", "H", "H", "H", "H", "H", "H", "H", "H"],
  "coordinates": [[0.9083, -0.5383, -1.1446], [0.2215, -0.2239, 0.0805], [-1.2544, 0.0632, -0.1738], [-1.9038, -1.0466, -0.7934], [0.9514, 0.8688, 0.9454], [0.6028, 0.6532, 2.2261], [0.6938, 0.0820, -1.9104], [1.8948, -0.6232, -0.9475], [0.1763, -1.1382, 0.6810], [-1.7585, 0.2661, 0.7757], [-1.4292, 0.8978, -0.8488], [-1.7652, -1.8182, -0.2276], [2.0200, 0.6949, 0.7468], [0.6423, 1.8624, 0.5906]],
  "lowdin_charge": [0.061, -0.378, -0.227, -0.065, -0.289, 0.023, 0.085, 0.076, 0.140, 0.124, 0.124, 0.088, 0.110, 0.128]
}

No. 2
{
  "formula": "C6H19N5O4P",
  "method": "ωB97M-V/def2-TZVPD",
  "orbital_gap_ev": 7.8,
  "homo_energy_ev": -12.13,
  "spin_multiplicity": 1,
  "charge": 1,
  "symbols": ["N", "P", "O", "N", "C", "N", "C", "N", "N", "O", "H", "H", "H", "H", "H", "H", "H", "C", "C", "O", "H", "H", "H", "H", "H", "H", "C", "C", "O", "H", "H", "H", "H", "H", "H"],
  "coordinates": [[1.3923, 1.8710, 5.2765], [0.4364, 2.3783, 3.8459], [-0.9388, 1.2541, 3.8233], [1.3470, 2.1935, 2.3206], [2.4434, 3.1631, 1.8318], [3.0101, 2.7674, 0.4833], [2.1768, 1.5136, 0.2204], [2.1559, 0.6654, -0.8669], [1.1908, 1.1912, 1.3467], [0.3418, 0.1498, 1.2957], [1.1510, 2.4460, 6.1322], [2.4202, 1.8888, 5.0982], [-1.3649, 1.4608, 2.9240], [2.7973, 4.1315, 2.3994], [3.0074, 0.4218, -1.4206], [1.2167, 0.2908, -1.1921], [0.5977, -0.5861, 1.9253], [-2.8269, 0.3330, -2.8323], [-1.8077, 1.0980, -2.0136], [-0.6321, 0.3183, -1.8514], [-3.0801, -0.6139, -2.3442], [-3.7413, 0.9188, -2.9628], [-2.4234, 0.0846, -3.8193], [-2.2068, 1.3250, -1.0206], [-1.5397, 2.0401, -2.5016], [-0.2809, 0.1292, -2.7384], [-1.3280, -4.0089, -1.7358], [0.0607, -3.7977, -1.1690], [0.6595, -2.6566, -1.7652], [-1.2841, -4.1437, -2.8215], [-1.8019, -4.8878, -1.2895], [-1.9599, -3.1345, -1.5488], [0.6950, -4.6644, -1.3771], [0.0238, -3.6492, -0.0854], [0.0930, -1.8911, -1.5674]],
  "lowdin_charge": [-0.198, 0.913, -0.332, -0.228, 0.013, 0.120, -0.162, 0.156, -0.147, 0.053, 0.064, 0.040, 0.062, 0.158, 0.151, 0.093, 0.177, -0.074, -0.296, -0.131, 0.076, 0.086, 0.083, 0.116, 0.118, 0.105, -0.086, -0.319, -0.104, 0.083, 0.080, 0.064, 0.118, 0.104, 0.042]
}

No. 3
{
  "formula": "C10H20Ag3BBr10F4",
  "method": "ωB97M-V/def2-TZVPD",
  "orbital_gap_ev": [5.4, 3.2],
  "homo_energy_ev": [-16.73, -16.72],
  "spin_multiplicity": 2,
  "charge": 3,
  "symbols": ["Ag", "Ag", "Ag", "B", "F", "F", "F", "F", "Br", "C", "C", "Br", "H", "H", "H", "H", "Br", "C", "C", "Br", "H", "H", "H", "H", "Br", "C", "C", "Br", "H", "H", "H", "H", "Br", "C", "C", "Br", "H", "H", "H", "H", "Br", "C", "C", "Br", "H", "H", "H", "H"],
  "coordinates": [[3.3937, 21.8483, 10.3829], [3.6191, 18.1637, 9.7654], [0.4929, 20.5606, 8.9823], [3.6842, 20.3747, 7.9576], [4.4682, 20.3577, 9.0614], [2.7346, 21.3091, 8.0942], [4.4505, 20.7380, 6.9499], [3.0645, 19.1904, 7.7192], [8.9013, 22.6737, 7.1448], [7.6204, 22.1906, 8.6382], [7.2375, 23.3314, 9.5780], [6.1906, 22.4963, 11.0215], [8.1239, 21.3677, 9.1456], [6.7387, 21.6954, 8.2314], [6.6011, 24.1053, 9.1487], [8.1410, 23.7300, 10.0393], [-1.3381, 19.9461, 4.0422], [-0.0289, 19.1079, 5.3205], [-0.7055, 18.4925, 6.5302], [0.6963, 17.6528, 7.6063], [0.7575, 19.7594, 5.7016], [0.4130, 18.2617, 4.7945], [-1.4706, 17.7380, 6.3478], [-1.0763, 19.3276, 7.1245], [-0.0087, 22.2190, 6.7161], [1.1058, 23.8485, 7.0722], [0.8914, 25.0024, 6.0772], [1.7178, 26.6944, 6.7151], [2.1655, 23.5972, 7.1159], [0.6876, 24.1851, 8.0208], [-0.1883, 25.0055, 5.9278], [1.4404, 24.7596, 5.1674], [3.9078, 25.3463, 3.4793], [5.4223, 24.1681, 3.6828], [5.5933, 23.6046, 5.0619], [5.8280, 25.0696, 6.3687], [6.3664, 24.6506, 3.4299], [5.3246, 23.3404, 2.9804], [6.5665, 23.1235, 5.1586], [4.8105, 22.9003, 5.3435], [7.2263, 20.6751, 3.9609], [5.5558, 19.5349, 4.1068], [6.0445, 18.1603, 4.5615], [4.5370, 16.9396, 4.9442], [5.3036, 19.4717, 3.0483], [4.7563, 20.0024, 4.6816], [6.5849, 18.2031, 5.5072], [6.6947, 17.7214, 3.8047]],
  "lowdin_charge": [0.769, 0.931, 0.685, -1.657, 0.068, 0.083, 0.242, 0.038, 0.670, -0.640, -0.587, 0.728, 0.057, 0.029, 0.022, 0.080, 0.644, -0.707, -0.643, 0.744, -0.009, 0.058, 0.083, 0.007, 0.760, -0.604, -0.639, 0.654, 0.043, 0.049, 0.070, 0.010, 0.908, -0.658, -0.631, 0.927, 0.090, 0.081, -0.029, 0.069, 0.653, -0.585, -0.678, 0.616, 0.055, 0.036, 0.042, 0.068]
}

No. 4
{
  "formula": "C22H16BrF6N9O10PbS2",
  "method": "ωB97M-V/def2-TZVPD",
  "orbital_gap_ev": 7.3,
  "homo_energy_ev": -8.74,
  "spin_multiplicity": 1,
  "symbols": ["Pb", "O", "N", "O", "C", "C", "C", "C", "C", "C", "N", "C", "C", "N", "C", "C", "C", "C", "H", "H", "H", "H", "H", "H", "H", "N", "N", "C", "N", "N", "N", "O", "O", "H", "H", "H", "H", "H", "F", "C", "F", "F", "S", "O", "O", "N", "S", "O", "O", "C", "F", "F", "F", "Br", "C", "C", "C", "C", "C", "C", "C", "O", "O", "H", "H", "H", "H"],
  "coordinates": [[-0.0993, -0.4095, -0.3647], [-2.3528, 5.2943, 4.4655], [-1.1559, 5.0837, 4.5154], [-0.4091, 5.5722, 5.3411], [-0.5465, 4.2184, 3.4933], [0.7722, 4.4092, 3.2741], [1.4704, 3.6472, 2.3041], [2.8508, 3.8111, 2.0805], [3.4737, 3.0322, 1.1451], [2.7105, 2.0819, 0.4551], [1.4168, 1.9224, 0.6407], [0.7802, 2.6869, 1.5416], [-0.6478, 2.5100, 1.7318], [-1.3184, 1.6395, 0.9325], [-2.6129, 1.4627, 1.1222], [-3.3165, 2.0593, 2.1671], [-2.6701, 2.9540, 2.9742], [-1.3115, 3.2524, 2.7431], [1.3008, 5.1570, 3.8484], [3.4037, 4.5416, 2.6580], [4.5299, 3.1227, 0.9355], [3.1829, 1.4405, -0.2741], [-3.1077, 0.7748, 0.4526], [-4.3530, 1.8072, 2.3360], [-3.1993, 3.4440, 3.7723], [-0.8419, 1.2636, -2.4352], [-1.8045, 0.7175, -3.2824], [-2.0370, -0.6187, -3.2711], [-2.8114, -1.1261, -4.2235], [-1.4905, -1.2930, -2.2760], [-1.5766, -2.6530, -2.1656], [-0.9693, -3.1291, -1.2337], [-2.2211, -3.3145, -2.9817], [-1.1611, 2.1475, -2.0650], [0.0507, 1.3631, -2.9171], [-2.0396, 1.2301, -4.1175], [-3.1932, -0.5685, -4.9660], [-2.9719, -2.1231, -4.1826], [2.5798, 0.7969, -5.0104], [2.1108, 1.4270, -3.8995], [0.7261, 1.3240, -3.9851], [2.3588, 2.7563, -4.0992], [4.2511, -0.0258, -2.7699], [2.5468, 0.9718, -2.7701], [5.0716, 0.8583, -1.9875], [3.7951, -1.1979, -1.8139], [2.6486, -2.2316, -2.0884], [2.7217, -3.3293, -1.1860], [1.3718, -1.5651, -2.2572], [2.9262, -2.9558, -3.8034], [4.2177, -2.8799, -4.1379], [2.2199, -2.2741, -4.7049], [2.5440, -4.2231, -3.8331], [0.5777, -6.8116, 3.9378], [-0.3554, -5.3471, 3.1749], [-1.7358, -5.2930, 3.2737], [-2.4066, -4.2162, 2.7185], [-1.7123, -3.2003, 2.0694], [-0.3284, -3.2808, 1.9912], [0.3612, -4.3501, 2.5378], [-2.5160, -2.0543, 1.4852], [-3.7088, -1.9753, 1.7429], [-1.9037, -1.1890, 0.7358], [-2.2740, -6.0834, 3.7778], [-3.4841, -4.1481, 2.7778], [0.2347, -2.5077, 1.4906], [1.4379, -4.4059, 2.4589]],
  "lowdin_charge": [1.549, 0.082, -0.335, 0.086, -0.069, 0.066, -0.128, 0.010, -0.016, -0.093, 0.056, -0.152, -0.129, 0.036, -0.117, -0.005, 0.021, -0.056, 0.134, 0.125, 0.117, 0.087, 0.109, 0.121, 0.108, 0.010, 0.016, -0.381, 0.212, 0.043, -0.396, 0.052, 0.053, 0.104, -0.035, 0.154, 0.124, 0.094, 0.115, -0.749, 0.097, 0.125, 0.959, -0.157, -0.405, -0.391, 0.542, -0.251, -0.466, -0.665, 0.123, 0.134, 0.158, 0.726, -0.688, -0.116, -0.010, -0.129, -0.037, -0.114, -0.585, 0.046, -0.309, 0.100, 0.119, 0.064, 0.104]
}

No. 5
{
  "formula": "C11H18",
  "method": "ωB97M-V/def2-TZVPD",
  "orbital_gap_ev": 9.9,
  "homo_energy_ev": -9.00,
  "spin_multiplicity": 1,
  "symbols": ["C", "C", "C", "C", "C", "C", "C", "H", "H", "H", "H", "H", "H", "H", "H", "C", "C", "C", "C", "H", "H", "H", "H", "H", "H", "H", "H", "H", "H"],
  "coordinates": [[0.4555, 2.2534, -0.0337], [1.3562, 1.0254, -0.1189], [2.5237, 1.0741, -0.8463], [3.4149, 0.1054, -0.9616], [3.1098, -1.0735, -0.2702], [2.0721, -1.2280, 0.6368], [1.2141, -0.0868, 0.7317], [-0.5755, 1.9185, 0.1483], [0.5522, 2.7967, -1.0021], [0.6412, 2.8662, 0.9398], [2.6397, 2.2878, -1.0928], [4.3108, 0.2165, -1.6081], [3.7463, -2.0300, -0.3977], [1.8918, -2.1203, 1.1861], [0.5828, 0.0013, 1.6247], [-3.3355, 0.2156, -1.0395], [-2.5793, -0.4316, 0.0824], [-2.8968, 0.1207, 1.4875], [-2.7026, -1.9603, 0.0673], [-4.3259, -0.2240, -1.0806], [-2.7569, -0.0100, -1.9654], [-3.5361, 1.2647, -1.0306], [-1.5661, -0.0106, 0.0095], [-3.9850, -0.1305, 1.5851], [-2.5231, -0.5146, 2.2506], [-2.4850, 1.0911, 1.6964], [-3.1440, -2.4583, -0.8157], [-1.9188, -2.7328, 0.2497], [-3.3403, -2.2992, 0.8898]],
  "lowdin_charge": [-0.059, -0.306, -0.122, -0.118, -0.116, -0.074, -0.048, 0.044, 0.083, 0.116, 0.171, 0.119, 0.125, 0.088, 0.111, -0.096, -0.495, -0.087, -0.085, 0.074, 0.096, 0.065, 0.084, 0.096, 0.052, 0.065, 0.075, 0.078, 0.064]
}

No. 6
{
  "formula": "C3H4N2O2",
  "method": "ωB97M-V/def2-TZVPD",
  "orbital_gap_ev": 9.3,
  "homo_energy_ev": -8.47,
  "spin_multiplicity": 1,
  "symbols": ["N", "C", "O", "C", "N", "C", "O", "H", "H", "H", "H"],
  "coordinates": [[-0.0173, 1.2472, 1.4930], [-0.1876, 0.3380, 0.5331], [-1.4677, -0.1007, 0.1956], [-1.3519, -0.7709, -0.9516], [-0.1267, -0.9781, -1.2883], [0.6404, -0.2543, -0.3886], [1.9839, -0.3324, -0.4566], [0.4480, 2.0747, 1.2724], [0.2170, 0.7782, 2.4136], [-2.2521, -1.3056, -1.3899], [2.1140, -0.6961, -1.4329]],
  "lowdin_charge": [0.120, -0.334, 0.067, -0.210, 0.126, -0.354, 0.043, 0.075, 0.137, 0.155, 0.175]
}

No. 7
{
  "formula": "C7H8ClN2O2P",
  "method": "ωB97M-V/def2-TZVPD",
  "orbital_gap_ev": 9.2,
  "homo_energy_ev": -9.46,
  "spin_multiplicity": 1,
  "symbols": ["C", "C", "C", "C", "C", "C", "C", "N", "N", "O", "O", "P", "Cl", "H", "H", "H", "H", "H", "H", "H", "H"],
  "coordinates": [[0.3269, -2.8387, -0.7650], [1.1959, -2.0793, -0.0594], [-0.9835, -2.3565, -0.9325], [0.9077, -0.7577, 0.2379], [-1.3398, -1.0807, -0.6102], [-0.3935, -0.2991, 0.0495], [-0.7233, 1.0178, 0.4175], [0.0992, 1.9329, 0.8468], [-1.9803, 1.6143, 0.4390], [1.3980, 4.9199, 1.4103], [-1.3430, 4.2024, 0.0195], [-1.1951, 3.0914, 0.8901], [-1.7848, 3.2292, 2.7364], [0.6279, -3.8106, -0.8565], [2.0734, -2.5002, 0.2793], [-1.6255, -3.1045, -1.2765], [1.7874, -0.3668, 0.7999], [-2.2911, -0.7344, -0.5229], [2.4407, 5.0977, 1.4238], [1.0637, 4.4322, 0.6312], [-2.9551, 1.2406, 0.3942]],
  "lowdin_charge": [-0.052, -0.084, -0.044, 0.007, -0.006, -0.175, -0.462, -0.006, -0.052, -0.150, -0.285, 0.149, 0.451, 0.083, 0.087, 0.090, 0.138, 0.079, 0.113, -0.012, 0.131]
}

No. 8
{
  "formula": "C4H3FNO2S",
  "method": "ωB97M-V/def2-TZVPD",
  "orbital_gap_ev": 6.9,
  "homo_energy_ev": -3.48,
  "spin_multiplicity": 1,
  "charge": -1,
  "symbols": ["C", "C", "C", "C", "N", "O", "O", "F", "S", "H", "H", "H"],
  "coordinates": [[-0.3933, -0.3434, 1.1083], [1.8399, -0.7673, -0.5197], [-1.6704, 0.2943, -0.6976], [0.6728, 0.4428, 0.4821], [-1.4898, -0.5700, 0.4771], [2.9463, -0.7035, -0.1116], [1.2353, -1.1905, -1.4367], [1.3768, 1.1974, 1.4291], [-0.1123, 1.3207, -0.9044], [-0.1322, -0.5135, 2.1576], [-1.7888, -0.0514, -1.6662], [-2.4841, 0.8845, -0.3181]],
  "lowdin_charge": [-0.207, -0.717, -0.449, -0.615, -0.019, 0.035, 0.004, -0.079, 0.850, 0.119, 0.027, 0.051]
}

Calculated energy in order - -8823.082, -31447.175, -734636.852, -170219.697, -11696.765, -10249.881, -36275.257, -23334.514 eV